[1]
6 unconnected molecules or ions with the total composition CH13O5S in a non-equilibrium geometry, computed with ωB97M-V/def2-TZVPD.

Last column: natural (NBO) charge in e.
Cartesian coordinates (Å):
C  -2.35067  -0.08776  1.08800  -0.748
S  -1.38582  -1.58135  1.46081  -0.739
H  -2.47831  0.68036  1.85983  0.182
H  -1.96759  0.47440  0.22280  0.171
H  -3.36704  -0.35831  0.78088  0.175
H  -0.52654  -2.94390  -1.50043  0.489
H  -1.39297  -1.63199  -1.63194  0.500
O  -0.73897  -2.19107  -2.07100  -0.971
H  0.33392  3.00111  -0.34702  0.474
H  0.46839  2.23472  0.93558  0.485
O  0.30261  3.13200  0.61411  -0.961
H  0.73746  -0.18223  2.69315  0.484
H  0.81653  -0.26630  1.24533  0.487
O  1.36937  0.03357  1.99309  -0.998
H  2.39749  1.14541  -1.00046  0.486
H  1.66470  0.85537  -2.22918  0.477
O  2.11974  1.59411  -1.80881  -0.963
H  0.71447  -1.38442  -1.25811  0.497
H  1.70279  -1.48569  -0.09826  0.481
O  1.58044  -1.03803  -0.94835  -1.008

Atomic forces in eV per Å
-0.6 0.5 -0.8
0.2 0.1 0.0
0.3 -0.4 0.3
0.2 -0.1 0.1
0.0 -0.1 0.1
-0.6 0.4 0.2
0.1 -0.5 0.6
0.4 0.0 -0.6
0.1 0.1 0.3
0.0 0.1 0.3
0.0 -0.3 -0.5
0.1 -0.1 0.1
0.1 -0.1 0.1
-0.2 0.2 -0.3
0.0 0.1 0.1
0.0 0.1 -0.1
-0.1 0.0 0.0
0.4 0.2 0.0
0.0 0.2 -0.1
-0.2 -0.5 0.2

Calculated values
Net charge: -1
HOMO-LUMO gap, eV: 6.88
HOMO level, eV: -3.44
Lowest unoccupied orbital energy, eV: 3.441
E_tot, Eh: -820.338512
Energy relative to the best compared isomer or geometry (same formula, charge and spin), kJ/mol: 83.7

---

[2]
A molecular structure, C21H61AsF6NO25P6 in a non-equilibrium geometry, computed with ωB97M-V/def2-TZVPD.

Last column: Mulliken charge in e.
Cartesian coordinates (Å):
As  -1.42643  -2.86294  -0.57588  1.959
F  -3.07462  -2.52745  -0.01188  -0.491
F  -1.08846  -1.10719  -1.03979  -0.527
F  0.33869  -3.22533  -0.99947  -0.539
F  -1.71336  -4.56506  -0.05752  -0.514
F  -1.82808  -3.39647  -2.21113  -0.462
F  -0.92595  -2.63945  1.01917  -0.427
C  -10.57321  2.39416  -1.52391  0.155
O  -11.22913  3.44610  -1.66777  -0.629
N  -9.53052  2.02831  -2.15133  0.079
C  -8.81222  0.89456  -1.68141  -0.910
C  -8.91268  3.10354  -2.95253  -0.891
H  -11.05485  1.60783  -0.92232  0.288
H  -8.33672  0.46454  -2.56293  0.323
H  -9.57129  0.14609  -1.45403  0.371
H  -8.14902  1.11358  -0.84458  0.285
H  -9.65817  3.85156  -3.22234  0.301
H  -8.13799  3.58348  -2.35452  0.326
H  -8.45597  2.67629  -3.84526  0.304
C  8.04050  6.04913  2.85874  -0.562
O  6.68825  6.37290  3.18307  -0.277
P  5.60541  6.58791  1.97798  1.013
O  4.30448  7.29152  2.36753  -0.667
O  6.39128  7.41581  0.79953  -0.303
C  6.96437  8.76805  0.92660  -0.740
O  5.54751  5.07501  1.35913  -0.298
C  4.51362  4.24230  1.68185  -0.746
H  8.73007  6.02351  3.70251  0.268
H  8.46137  6.69050  2.08440  0.221
H  8.06946  5.04831  2.42789  0.279
H  6.34205  9.52636  0.45141  0.304
H  8.02124  8.80522  0.66251  0.302
H  6.99298  9.09152  1.96709  0.317
H  4.59803  3.50940  2.48424  0.302
H  4.12941  3.68928  0.82473  0.266
H  3.73823  4.84121  2.15954  0.320
C  5.35650  -6.23572  4.64322  -0.592
O  5.58652  -7.59491  4.34785  -0.287
P  4.91530  -8.77979  5.14739  1.018
O  4.76632  -10.08722  4.46684  -0.698
O  5.92039  -8.77349  6.46629  -0.307
C  6.58484  -9.88227  6.80432  -0.694
O  3.58900  -8.22753  5.81949  -0.260
C  2.35812  -8.17741  5.03488  -0.635
H  4.51483  -5.74734  4.15212  0.254
H  6.16147  -5.58591  4.29991  0.244
H  5.33810  -6.30192  5.73104  0.334
H  6.13232  -10.24158  7.72857  0.229
H  7.65087  -9.65722  6.83638  0.247
H  6.57630  -10.58305  5.96950  0.328
H  1.73864  -7.43969  5.54488  0.241
H  1.82236  -9.12616  5.06554  0.247
H  2.59838  -7.82169  4.03296  0.329
C  -0.42377  3.83692  -10.63723  -0.686
O  0.40855  3.02545  -9.85302  -0.246
P  0.16691  1.49039  -9.55223  1.028
O  0.50965  0.49919  -10.60624  -0.698
O  1.25814  1.37198  -8.31749  -0.337
C  1.11497  0.38456  -7.32959  -0.661
O  -1.28183  1.44769  -8.89058  -0.308
C  -1.62261  2.31043  -7.82492  -0.718
H  0.12672  4.56552  -11.23238  0.265
H  -1.11328  4.41583  -10.02278  0.265
H  -1.07772  3.26637  -11.29672  0.342
H  1.16567  0.79695  -6.32188  0.241
H  1.95450  -0.28944  -7.49989  0.248
H  0.16795  -0.14944  -7.40766  0.329
H  -1.79571  1.63947  -6.98352  0.314
H  -2.64030  2.68200  -7.94469  0.245
H  -0.86684  3.06667  -7.61277  0.378
C  5.53496  -8.08533  -1.77183  -0.753
O  5.10706  -9.35091  -1.42350  -0.133
P  4.77089  -10.41178  -2.58132  0.927
O  5.67870  -10.29575  -3.73997  -0.737
O  4.73192  -11.86756  -1.91538  -0.302
C  5.67831  -12.17667  -0.85737  -0.581
O  3.23912  -10.11779  -3.03760  -0.285
C  2.23206  -10.30089  -2.06546  -0.602
H  6.61051  -7.94347  -1.66602  0.274
H  5.16668  -7.36358  -1.04277  0.287
H  5.37153  -7.77772  -2.80467  0.323
H  6.17817  -11.33160  -0.38398  0.307
H  6.34966  -12.93814  -1.25429  0.237
H  5.04156  -12.77913  -0.20954  0.244
H  1.20197  -10.06468  -2.33237  0.277
H  2.49700  -9.65634  -1.22733  0.266
H  2.15179  -11.36073  -1.82384  0.253
C  -0.44682  11.09516  -1.53528  -0.688
O  -1.16390  10.00107  -0.95735  -0.211
P  -2.38942  9.37141  -1.70151  1.027
O  -3.21764  10.27003  -2.55912  -0.691
O  -1.63387  8.17227  -2.52859  -0.370
C  -1.06903  7.18224  -1.79136  -0.568
O  -3.17968  8.54442  -0.57244  -0.266
C  -3.84072  9.17206  0.50488  -0.662
H  -0.90603  11.29578  -2.50326  0.337
H  0.56546  10.69271  -1.57298  0.241
H  -0.52168  12.05879  -1.03138  0.248
H  -1.34369  6.23299  -2.25138  0.217
H  -1.32765  7.31308  -0.74061  0.343
H  0.00950  7.32412  -1.86034  0.226
H  -4.91238  9.02224  0.37375  0.252
H  -3.71062  10.23234  0.28807  0.313
H  -3.57631  8.82016  1.50205  0.254
C  -8.46237  1.17902  5.49685  -0.618
O  -7.63086  1.06016  6.70922  -0.377
P  -6.11135  0.32608  6.77820  1.091
O  -5.49507  0.10266  8.10444  -0.684
O  -6.28514  -0.98279  5.91954  -0.259
C  -5.46033  -2.12404  6.16686  -0.765
O  -5.32973  1.28395  5.72737  -0.286
C  -5.30701  2.66887  5.99343  -0.744
H  -7.88692  0.88063  4.62055  0.311
H  -8.81697  2.19746  5.33832  0.268
H  -9.35520  0.56953  5.63641  0.260
H  -4.76367  -2.03036  6.99993  0.314
H  -4.86666  -2.40787  5.29790  0.313
H  -5.96874  -3.02373  6.51352  0.278
H  -5.74148  3.04345  6.92026  0.335
H  -5.80523  3.23290  5.20493  0.263
H  -4.25026  2.93358  6.02940  0.297

Atomic forces in eV per Å
1.4 -1.2 -1.0
0.8 0.3 -1.2
-0.9 -2.3 0.5
-2.0 0.4 0.4
0.3 0.8 -0.8
-0.2 1.1 0.9
0.7 1.0 1.2
-5.9 1.8 1.4
1.2 -0.9 0.3
2.6 1.4 -1.9
-0.1 -1.0 -1.1
0.6 -0.6 0.0
0.4 -0.1 0.4
0.7 0.0 0.4
0.2 0.0 0.6
0.2 -0.2 -0.2
0.0 -0.3 0.1
0.1 0.1 -0.1
0.0 0.0 0.0
0.4 -0.9 -1.0
-0.7 1.0 -0.5
-1.1 1.7 0.1
3.3 -2.3 -0.5
0.2 -0.4 0.6
-0.6 -0.5 1.5
2.1 2.6 -0.2
-3.2 -0.9 1.2
-0.7 0.4 0.4
-0.2 0.3 0.1
-0.1 -0.2 0.0
0.1 -0.5 -0.5
-0.3 -0.4 -0.8
-0.3 -0.3 0.3
1.5 -0.2 0.0
0.1 0.4 -0.2
-0.7 0.1 -0.7
0.4 0.6 1.1
-0.4 -0.9 -2.1
0.8 -1.0 1.6
0.5 1.5 0.3
-3.2 3.2 -2.6
1.7 -2.4 0.0
-0.1 0.0 -0.3
0.3 0.5 0.6
-0.7 -0.8 0.3
0.6 -0.6 0.1
-0.4 1.5 0.1
0.6 -0.6 0.0
0.1 0.1 0.9
-0.5 -0.7 0.4
0.1 0.0 -0.2
0.4 -0.1 -0.3
-0.3 -0.3 -0.1
-1.3 0.4 -0.5
0.6 0.1 0.1
2.5 -1.2 0.8
-1.5 1.4 1.0
-1.7 1.6 -1.4
0.2 -0.9 0.1
0.5 -0.5 -1.4
-0.8 -0.7 1.2
0.4 -0.4 0.1
0.1 0.0 0.4
0.2 -0.2 -0.2
0.1 0.3 -0.1
-0.2 -0.3 0.4
0.0 -0.2 -0.1
0.6 0.2 0.5
0.3 0.6 -0.7
-0.2 0.0 -0.1
1.4 2.3 -0.1
-0.9 -2.3 0.2
0.0 0.3 -2.1
-0.6 0.0 0.8
0.2 2.0 0.3
-0.9 -1.7 -0.3
1.1 -0.4 -0.2
-0.4 -0.3 1.1
0.3 -0.7 0.1
-0.7 -0.1 -0.3
-0.7 -0.2 0.1
-0.3 -0.1 -0.2
0.5 0.5 -0.2
0.3 0.5 0.8
0.4 0.6 -1.0
-0.3 -0.4 0.4
0.4 0.0 0.5
0.0 -0.3 -0.9
-0.5 0.8 1.5
-1.1 -1.1 -2.1
1.3 -1.1 1.3
-3.1 3.4 -0.8
1.8 -1.2 1.0
1.2 -0.6 -0.8
-1.1 1.2 -0.9
0.5 -0.1 -0.3
0.1 0.7 -0.3
0.0 -0.5 0.8
0.0 -0.2 0.5
0.0 -0.9 0.0
0.3 -0.4 0.1
-0.1 -0.3 0.0
0.0 0.3 1.2
0.6 0.1 -0.3
0.8 -0.4 0.6
1.3 -0.9 0.2
-1.4 1.4 -0.8
-1.0 0.8 -1.1
0.0 -0.5 0.1
1.1 -1.1 0.6
-0.8 -1.1 1.0
0.9 1.2 -0.1
-0.1 -0.2 0.0
0.4 0.2 0.4
0.3 -0.2 -0.1
0.1 0.9 -0.1
-0.3 0.4 -0.2
-1.0 0.3 -0.5
-0.2 -0.7 0.3
0.1 -0.2 -0.3
-0.1 0.3 -0.1

Calculated values
Net charge: -1
HOMO-LUMO gap, eV: 9.84
HOMO level, eV: -8.25
Lowest unoccupied orbital energy, eV: 1.589
E_tot, Eh: -7656.170726
Energy relative to the best compared isomer or geometry (same formula, charge and spin), kJ/mol: 514.2

---

[3]
A molecular structure, C20H28N2OS4SeTa, computed with ωB97M-V/def2-TZVPD.

Last column: natural (NBO) charge in e.
Cartesian coordinates (Å):
Ta  0.81185  0.92969  -0.60704  1.138
C  0.60271  4.40330  -2.28194  -0.534
C  1.85980  4.30836  -1.43474  -0.528
S  1.68034  3.36364  0.10628  0.350
C  0.36961  4.16138  1.08020  -0.543
C  -1.06582  3.93807  0.62011  -0.536
S  -1.41645  2.18147  0.29030  0.319
C  -2.47861  2.21675  -1.18122  -0.522
C  -1.91541  3.05544  -2.32391  -0.550
S  -0.13740  2.76223  -2.59564  0.371
H  0.86688  4.82834  -3.25098  0.290
H  -0.14232  5.05740  -1.83545  0.237
H  2.24289  5.29724  -1.17945  0.287
H  2.65894  3.78337  -1.96204  0.267
H  0.60216  5.22679  1.12661  0.290
H  0.51934  3.77165  2.08896  0.263
H  -1.31210  4.51706  -0.26349  0.240
H  -1.74426  4.24990  1.41503  0.287
H  -3.47219  2.55510  -0.88672  0.287
H  -2.57156  1.16725  -1.46934  0.261
H  -2.07591  4.12220  -2.18016  0.252
H  -2.43212  2.78494  -3.24497  0.291
S  -2.47160  -4.30475  1.89100  0.557
C  -1.65274  -3.01935  1.15142  -0.108
C  -1.09255  -3.02583  -0.14789  -0.273
C  -0.45529  -1.92735  -0.62886  0.097
N  -0.31809  -0.74396  0.06968  -0.683
C  -0.84453  -0.75890  1.34467  0.019
C  -1.48370  -1.81841  1.89411  -0.191
C  -2.65666  -5.49154  0.57670  -0.212
C  -1.80244  -6.58118  0.52350  -0.249
C  -2.02419  -7.51155  -0.48801  0.065
N  -2.99905  -7.40104  -1.38155  -0.349
C  -3.81993  -6.35939  -1.29619  0.061
C  -3.70232  -5.37039  -0.32749  -0.258
H  -1.15449  -3.90667  -0.77158  0.280
H  -0.02144  -1.94511  -1.61661  0.236
H  -0.71019  0.13511  1.93932  0.215
H  -1.85887  -1.73826  2.90595  0.260
H  -0.99844  -6.71710  1.23353  0.244
H  -1.38498  -8.38245  -0.57317  0.226
H  -4.61929  -6.31264  -2.02657  0.224
H  -4.41517  -4.55857  -0.27355  0.239
C  3.72156  1.15277  2.42381  -0.442
C  4.66418  1.07510  1.19977  -0.444
C  3.95525  0.21341  0.18461  -0.042
O  2.49677  0.44498  0.49613  -0.625
C  2.43396  0.47270  1.98899  -0.063
H  3.54953  2.18948  2.70454  0.239
H  4.12467  0.63721  3.29293  0.268
H  5.62769  0.63369  1.44811  0.277
H  4.85093  2.07015  0.80057  0.235
H  4.09274  -0.85688  0.33148  0.227
H  4.09024  0.47529  -0.86008  0.233
H  2.36327  -0.57347  2.28380  0.232
H  1.51151  0.99253  2.26437  0.195
Se  1.55331  0.13083  -2.58781  0.092

Atomic forces in eV per Å
0.1 0.2 -0.3
0.1 0.1 0.0
-0.1 -0.1 -0.1
0.2 -0.1 0.0
-0.1 -0.1 0.0
0.1 0.0 0.0
-0.1 -0.1 0.3
0.1 0.0 -0.1
-0.1 0.0 0.0
-0.1 0.0 0.1
0.0 0.0 0.0
0.0 0.0 0.0
-0.1 0.0 0.0
0.0 0.0 0.0
0.0 0.0 0.0
0.0 0.0 0.0
0.0 0.0 0.0
0.0 0.0 0.0
0.0 0.1 0.0
0.0 0.0 0.0
0.0 0.0 0.0
0.0 0.0 0.0
-0.1 0.0 0.0
0.1 0.1 -0.1
-0.1 0.0 0.0
0.0 0.1 -0.2
0.1 0.0 0.0
0.1 0.1 0.0
0.1 -0.1 0.1
0.1 -0.1 0.1
0.0 0.0 -0.1
0.1 0.0 0.0
0.0 0.0 0.0
0.0 0.0 0.0
0.0 0.0 0.0
0.0 0.0 0.0
0.0 0.0 0.0
-0.1 0.0 0.0
0.0 0.0 0.0
0.0 0.0 0.0
0.0 0.0 0.0
0.0 0.0 0.0
0.0 0.0 0.0
0.0 0.0 0.1
0.1 0.0 0.0
-0.2 -0.1 -0.1
-0.4 0.2 0.2
0.0 0.0 -0.3
0.0 0.0 0.0
0.0 0.0 0.0
0.0 0.0 0.0
0.0 0.0 0.0
0.1 0.0 0.0
0.0 0.0 0.1
0.0 0.0 0.1
0.1 0.0 0.0
0.2 -0.1 0.2

Calculated values
Net charge: +3
HOMO-LUMO gap, eV: 5.61
HOMO level, eV: -16.04
Lowest unoccupied orbital energy, eV: -10.429
E_tot, Eh: -5013.929549
Energy relative to the best compared isomer or geometry (same formula, charge and spin), kJ/mol: 0.0

---

[4]
A molecular structure, C5H10O in a non-equilibrium geometry, computed with ωB97M-V/def2-TZVPD.

Last column: natural (NBO) charge in e.
Cartesian coordinates (Å):
C  1.47080  0.18927  -1.14191  -0.599
C  0.48866  0.49642  -0.04268  -0.367
C  -0.32007  1.78434  -0.31108  -0.593
C  -0.62617  -0.49995  0.02570  0.322
C  -1.02249  -2.04835  1.23810  -0.411
O  -0.99670  -0.61019  1.29862  -0.554
H  2.01200  -0.73303  -0.91996  0.214
H  2.18264  1.00798  -1.22349  0.212
H  0.94911  0.06318  -2.09476  0.214
H  0.97299  0.58563  0.94111  0.210
H  0.37807  2.62119  -0.38958  0.221
H  -1.02940  2.00423  0.49510  0.224
H  -0.87650  1.70291  -1.25129  0.218
H  -1.48554  -1.77906  -0.17724  0.308
H  -1.92772  -2.37641  1.68605  0.180
H  -0.16970  -2.40817  1.86733  0.201

Atomic forces in eV per Å
0.2 0.0 -0.2
-0.1 -0.1 -0.2
0.0 0.2 -0.1
-1.2 1.5 0.0
-1.1 -0.5 0.1
0.0 0.0 0.1
0.0 0.1 -0.1
0.1 0.0 -0.2
0.1 0.0 0.1
0.0 -0.1 -0.3
0.0 0.0 0.0
0.2 -0.1 -0.1
0.1 0.0 0.1
2.9 -0.6 1.4
-0.9 -0.3 0.8
-0.3 -0.1 -1.5

Calculated values
HOMO-LUMO gap, eV: 8.47
HOMO level, eV: -7.78
Lowest unoccupied orbital energy, eV: 0.689
E_tot, Eh: -271.520867
Energy relative to the best compared isomer or geometry (same formula, charge and spin), kJ/mol: 608.5